Here is a 5-piece molecular cluster, C27H42BFO15 overall at a distorted geometry from the OMol25 dataset. Energies are from ωB97M-V/def2-TZVPD.

Each line ends with the Mulliken charge.
CARTESIAN COORDINATES (ANGSTROEM)
1 C -1.471 -0.797 4.615  -0.64
2 C -2.444 -0.089 3.948  -0.55
3 C -2.068 0.769 2.751  -0.84
4 C -2.094 -0.007 1.410  0.63
5 C -3.258 0.195 0.483  0.10
6 O -4.224 0.902 0.578  -0.64
7 O -2.985 -0.584 -0.615  -0.50
8 C -1.598 -0.251 -0.920  -0.42
9 C -0.922 -1.301 -1.799  0.91
10 C -1.911 -2.080 -2.647  -1.54
11 F -0.034 -0.609 -2.632  -0.40
12 C -0.914 0.119 0.413  0.16
13 B -0.078 1.492 0.400  1.07
14 O 1.061 1.517 1.163  -0.65
15 C -0.515 2.729 -0.465  -0.49
16 C 0.442 3.935 -0.388  -1.45
17 H -1.195 -0.571 5.641  0.28
18 H -0.963 -1.605 4.087  0.21
19 H -3.507 -0.099 4.189  0.32
20 H -1.113 1.253 2.921  0.43
21 H -2.867 1.514 2.704  0.44
22 H -2.103 -1.065 1.679  0.47
23 H -1.698 0.619 -1.576  0.23
24 H -0.360 -1.992 -1.163  0.04
25 H -1.362 -2.556 -3.459  0.44
26 H -2.684 -1.429 -3.051  0.35
27 H -2.364 -2.850 -2.023  0.35
28 H -0.178 -0.648 0.682  -0.11
29 H 1.706 0.861 0.860  0.28
30 H -0.528 2.371 -1.503  0.29
31 H -1.551 3.015 -0.253  0.40
32 H -0.101 4.868 -0.503  0.44
33 H 1.209 3.848 -1.155  0.26
34 H 0.955 3.972 0.574  0.27
35 C -7.414 -0.287 2.123  -1.55
36 C -6.328 -1.335 2.081  1.49
37 C -6.745 -2.703 1.601  -0.53
38 O -5.775 -3.546 2.237  -0.34
39 C -5.374 -2.924 3.374  0.65
40 O -4.698 -3.424 4.211  -0.54
41 O -5.851 -1.653 3.411  -0.40
42 H -7.204 0.445 2.901  0.38
43 H -7.474 0.232 1.167  0.38
44 H -8.389 -0.730 2.335  0.37
45 H -5.474 -0.965 1.510  -0.59
46 H -6.701 -2.822 0.521  0.32
47 H -7.736 -2.986 1.962  0.33
48 C 5.060 -2.201 -2.239  -1.54
49 C 4.165 -1.603 -1.183  1.24
50 C 3.292 -0.457 -1.634  -0.49
51 O 3.084 0.253 -0.398  -0.29
52 C 4.169 0.012 0.400  0.50
53 O 4.376 0.579 1.421  -0.54
54 O 4.935 -0.954 -0.136  -0.38
55 H 5.958 -2.616 -1.786  0.37
56 H 4.543 -3.001 -2.765  0.33
57 H 5.369 -1.450 -2.970  0.42
58 H 3.560 -2.374 -0.695  -0.15
59 H 2.340 -0.767 -2.056  0.21
60 H 3.800 0.214 -2.331  0.31
61 C 1.840 -6.635 2.659  -1.41
62 C 2.727 -5.583 2.037  0.59
63 C 2.021 -4.469 1.301  -0.68
64 O 3.026 -4.053 0.359  -0.23
65 C 3.817 -5.134 0.109  0.49
66 O 4.631 -5.177 -0.753  -0.52
67 O 3.534 -6.132 0.970  -0.39
68 H 2.362 -7.590 2.702  0.37
69 H 1.561 -6.345 3.670  0.36
70 H 0.926 -6.781 2.082  0.34
71 H 3.414 -5.175 2.782  0.32
72 H 1.731 -3.637 1.938  0.33
73 H 1.153 -4.823 0.741  0.29
74 C 3.755 8.267 -4.820  -1.36
75 C 3.282 7.571 -3.566  0.50
76 C 3.429 6.067 -3.542  -0.58
77 O 2.399 5.682 -2.624  -0.20
78 C 1.427 6.628 -2.678  0.58
79 O 0.358 6.540 -2.173  -0.49
80 O 1.856 7.696 -3.399  -0.38
81 H 3.188 9.182 -4.981  0.35
82 H 4.811 8.522 -4.738  0.36
83 H 3.625 7.636 -5.700  0.32
84 H 3.751 8.017 -2.684  0.28
85 H 4.399 5.724 -3.189  0.31
86 H 3.211 5.616 -4.512  0.31

Atoms 1-3, force components in eV/Å:
-0.9 0.3 -0.3
0.9 -0.1 0.0
-1.2 -1.3 -1.4

Results
Spin multiplicity ... 1
Electronic energy ... -2307.3397 a.u.
Gap between HOMO and LUMO ... 7.9161 eV

---

Here is a 3-piece molecular cluster, C27H42BrClF6IN7O8P2 overall at a distorted geometry from the OMol25 dataset. Energies are from ωB97M-V/def2-TZVPD.

Each line ends with the Mulliken charge.
CARTESIAN COORDINATES (ANGSTROEM)
1 C -4.849 -1.543 -3.364  -0.70
2 O -4.838 -1.403 -1.920  -0.29
3 C -3.730 -2.211 -1.401  -0.34
4 C -3.459 -1.962 0.148  0.71
5 C -2.033 -1.901 0.807  0.64
6 C -0.732 -2.045 -0.092  -0.98
7 O -0.137 -3.159 -0.058  -0.48
8 C -0.128 -0.928 -1.071  1.11
9 F 1.035 -1.500 -1.699  -0.34
10 F -0.986 -0.533 -2.134  -0.12
11 C 0.379 0.413 -0.351  0.38
12 F 1.407 0.956 -1.205  -0.26
13 F 1.008 0.200 0.904  -0.19
14 C -0.727 1.568 -0.210  0.97
15 F -0.307 2.401 0.880  -0.30
16 F -2.036 1.107 0.092  -0.17
17 C -0.782 2.559 -1.502  0.17
18 O 0.038 3.494 -1.622  -0.48
19 O -1.766 2.432 -2.529  -0.44
20 C -1.874 -1.696 2.362  0.29
21 Br -0.105 -1.666 3.273  -0.04
22 C -3.117 -1.522 3.319  -0.31
23 Cl -2.999 -1.317 5.115  -0.15
24 C -4.502 -1.558 2.638  0.06
25 C -4.661 -1.763 1.099  0.19
26 C -6.240 -1.711 0.853  0.31
27 O -6.974 -2.232 -0.002  -0.49
28 N -6.705 -0.871 2.013  -0.65
29 I -6.095 1.096 1.649  0.28
30 C -5.992 -1.445 3.206  0.28
31 O -6.474 -1.775 4.304  -0.47
32 H -5.933 -1.650 -3.752  0.26
33 H -4.378 -0.595 -3.819  0.20
34 H -4.260 -2.435 -3.764  0.34
35 H -2.809 -2.139 -2.072  0.38
36 H -4.101 -3.307 -1.491  0.35
37 H -2.637 2.425 -2.060  0.37
38 C 1.850 -0.357 8.909  -1.13
39 N 2.745 -0.495 7.784  0.30
40 C 3.506 -1.735 7.872  -1.16
41 P 2.930 0.424 6.367  0.79
42 O 2.152 -0.570 5.484  -0.73
43 N 1.815 1.714 6.128  0.15
44 C 0.519 1.761 6.790  -1.14
45 C 1.608 2.009 4.703  -1.11
46 N 3.897 1.588 7.308  0.02
47 C 5.336 1.368 7.167  -1.05
48 C 3.601 2.229 8.560  -0.82
49 H 2.418 -0.373 9.847  0.38
50 H 1.116 -1.171 8.945  0.31
51 H 1.290 0.572 8.920  0.32
52 H 4.425 -1.579 8.447  0.27
53 H 3.790 -2.101 6.882  0.33
54 H 2.933 -2.538 8.348  0.36
55 H 0.042 0.777 6.838  0.39
56 H -0.179 2.437 6.285  0.41
57 H 0.606 2.170 7.797  0.25
58 H 0.894 1.316 4.230  0.34
59 H 2.552 1.940 4.150  0.32
60 H 1.237 3.029 4.569  0.39
61 H 5.691 0.586 7.850  0.32
62 H 5.903 2.285 7.358  0.34
63 H 5.576 1.058 6.145  0.34
64 H 3.882 1.614 9.422  0.30
65 H 2.555 2.511 8.658  0.18
66 H 4.156 3.173 8.638  0.33
67 C 0.487 1.254 -5.292  -1.05
68 N 0.871 -0.067 -5.733  0.40
69 C 1.447 -0.834 -4.635  -0.72
70 P 0.627 -0.884 -7.201  0.85
71 O -0.543 -1.732 -6.666  -0.82
72 N -0.323 -0.079 -8.390  0.17
73 C -1.260 0.983 -8.056  -1.05
74 C -1.008 -1.025 -9.283  -1.05
75 N 2.016 0.011 -7.872  0.06
76 C 3.258 -0.760 -7.827  -1.04
77 C 2.292 1.421 -7.858  -0.81
78 H 1.358 1.786 -4.890  0.37
79 H -0.277 1.214 -4.507  0.15
80 H 0.094 1.889 -6.080  0.27
81 H 2.527 -0.658 -4.572  0.25
82 H 1.292 -1.908 -4.773  0.43
83 H 0.999 -0.577 -3.674  -0.29
84 H -1.805 0.777 -7.128  0.33
85 H -2.005 1.141 -8.843  0.41
86 H -0.753 1.944 -7.971  0.22
87 H -1.928 -1.433 -8.836  0.34
88 H -0.356 -1.871 -9.528  0.32
89 H -1.270 -0.542 -10.229  0.37
90 H 3.740 -0.688 -6.844  0.32
91 H 3.966 -0.425 -8.592  0.34
92 H 3.056 -1.817 -8.027  0.32
93 H 2.795 1.741 -6.939  0.29
94 H 1.403 2.032 -8.001  0.17
95 H 2.951 1.682 -8.697  0.33

Atoms 1-3, force components in eV/Å:
-0.4 0.6 -1.2
1.8 -1.0 -0.3
-0.6 -1.2 0.4

Results
Spin multiplicity ... 1
Electronic energy ... -6652.4186 a.u.
Gap between HOMO and LUMO ... 5.5759 eV

---

Number 1: lowest unoccupied orbital energy 0.14 eV, highest occupied orbital energy -0.286 Eh. Number 2: lowest unoccupied orbital energy -1.73 eV, highest occupied orbital energy -0.268 Eh.